This record from OMol25 describes the ion C3H9N3 with charge +1 in a non-equilibrium geometry. The level of theory is ωB97M-V with the def2-TZVPD basis set.

* 2S+1: 2
* calculated total energy: -283.63431 Ha
* relative energy (zero: lowest compared OMol25 entry of this formula, charge and spin): 94.2 kJ/mol
* expectation value of S²: 0.755
* total charge: +1
* HOMO level (spin up / spin down): -14.810 / -14.550 eV

Element x y z (Å)
C (-1.17, 0.90, 1.86)
C (-1.47, 0.15, 0.53)
N (-0.45, 0.41, -0.45)
C (0.77, -0.32, -0.60)
N (0.75, -1.20, -1.60)
N (1.76, 0.04, 0.13)
H (-0.70, 1.86, 1.67)
H (-0.59, 0.28, 2.54)
H (-2.07, 1.06, 2.45)
H (-1.63, -0.91, 0.69)
H (-2.38, 0.58, 0.08)
H (-0.19, 1.40, -0.37)
H (-0.10, -1.28, -2.15)
H (1.56, -1.60, -2.07)
H (2.64, -0.31, -0.22)